Entry 1:
13
Properties=species:S:1:pos:R:3:forces:R:3:lowdin_charge:R:1 method="wB97M-V/def2-TZVPD" total_energy_ev=-7796.87779 total_charge=0 orbital_gap_ev=10.8262
C -1.3785 -0.9943 0.5054 -0.12 0.09 0.87 -0.018
C -0.2283 -0.0406 0.9980 -0.20 -0.83 -0.33 -0.394
O 0.3459 -0.1274 2.0592 -0.66 0.01 -0.73 0.102
C 0.1434 0.8386 -0.1514 -0.40 0.03 0.53 -0.339
C 1.4868 0.9853 -0.6939 0.01 -0.52 -0.13 -0.064
N 0.4490 -0.0667 -1.2338 1.70 1.06 -1.14 0.032
H -1.2238 -1.7522 -0.2929 0.66 0.74 0.49 0.087
H -2.2146 -0.3915 0.1229 0.17 -0.01 0.32 0.086
H -1.6576 -1.5372 1.3932 -0.53 -0.22 0.27 0.068
H -0.5727 1.5967 -0.4676 -0.04 -0.06 0.32 0.147
H 2.3510 0.4948 -0.2703 -0.16 0.11 0.51 0.099
H 1.7427 1.9470 -1.1683 -0.44 -0.93 -0.52 0.104
H 0.7566 -0.9526 -0.8006 0.01 0.54 -0.45 0.089

Entry 2:
13
Properties=species:S:1:pos:R:3:forces:R:3:lowdin_charge:R:1 method="wB97M-V/def2-TZVPD" total_energy_ev=-6218.66241 total_charge=0 orbital_gap_ev=10.2684
C 0.8736 0.4781 3.4426 -0.23 -0.56 -0.62 -0.155
N 1.5226 0.9388 2.4585 -0.24 0.63 0.41 0.009
H 0.1736 -0.3279 3.2112 0.12 -0.11 0.24 0.052
H 0.9281 0.7707 4.4915 0.10 0.36 -0.05 0.060
H 2.0664 1.7621 2.7359 0.23 -0.33 0.02 0.036
C -1.1094 -1.3498 -1.2346 1.09 -0.28 -2.11 -0.127
C -0.6012 0.5616 -2.5983 0.98 0.83 0.25 -0.109
N -0.5982 -0.6784 -2.4562 -0.61 -1.06 -0.20 -0.109
H -2.0425 -1.8050 -1.6345 0.03 0.71 1.22 0.089
H -0.4726 -2.2160 -1.0791 0.22 -0.12 0.05 0.059
H -1.0088 -0.7443 -0.3436 -0.97 0.31 0.30 0.062
H -0.2828 1.0235 -3.5545 -0.22 -0.44 0.44 0.067
H -0.7199 1.2622 -1.7638 -0.49 0.06 0.06 0.066

Entry 3:
176
Properties=species:S:1:pos:R:3:forces:R:3:lowdin_charge:R:1 method="wB97M-V/def2-TZVPD" total_energy_ev=-84454.39581 total_charge=0 orbital_gap_ev=9.3214
C -2.4024 -0.6345 5.2593 0.48 0.90 -0.35 -0.070
C -1.3629 0.5017 5.4973 -0.79 -1.10 -0.76 -0.314
O -1.2848 0.7144 6.8879 0.39 0.50 0.12 -0.076
H -2.4833 -0.9356 4.2149 0.58 -0.39 -0.03 0.054
H -3.4275 -0.3253 5.4634 -0.01 0.28 0.56 0.066
H -2.1097 -1.4304 5.9441 -0.27 -0.29 -0.38 0.072
H -1.5599 1.3922 4.9005 -0.44 0.32 0.24 0.091
H -0.3846 0.1967 5.1260 0.14 -0.31 0.36 0.102
H -2.1653 0.9594 7.1818 -0.05 0.05 0.15 0.082
C -1.0651 -5.3945 0.9648 0.16 0.01 -0.54 -0.078
C -0.4025 -4.9994 2.2825 -0.19 -0.93 -1.09 -0.361
O -1.3023 -4.3934 3.1423 -0.67 0.54 -0.12 -0.080
H -0.3157 -5.8221 0.2987 0.10 -0.39 0.12 0.071
H -1.4444 -4.5710 0.3596 0.01 0.56 0.40 0.048
H -1.9132 -6.0767 1.0225 0.18 -0.21 0.45 0.075
H 0.4539 -4.3716 2.0363 0.17 0.38 0.06 0.091
H 0.0017 -5.8732 2.7935 0.21 -0.44 -0.22 0.109
H -0.7310 -4.0299 3.8229 -0.18 0.48 0.77 0.010
C 3.0770 1.7343 -2.1507 1.71 -0.28 0.77 -0.053
C 3.6953 2.2120 -0.8099 -1.36 -0.36 -0.67 -0.318
O 3.3831 3.5772 -0.6828 0.31 0.69 0.06 -0.083
H 3.7753 1.9177 -2.9673 -0.20 0.40 -0.16 0.076
H 2.1234 2.2368 -2.3127 0.03 -0.29 0.04 0.059
H 3.0320 0.6462 -2.1047 -0.59 -0.06 -0.12 0.057
H 4.7659 2.0569 -0.6767 0.14 -0.27 -0.42 0.112
H 3.1719 1.6728 -0.0203 0.01 -0.25 0.27 0.077
H 3.9859 3.9305 -0.0245 -0.23 0.40 0.20 0.076
C -5.1355 -1.0324 -3.0599 0.48 0.11 1.14 -0.073
C -6.0266 -1.3102 -1.8172 0.30 0.27 -0.98 -0.325
O -6.2305 -2.7018 -1.7406 -0.63 0.20 0.28 -0.086
H -4.8870 0.0213 -3.1865 -0.49 0.19 -0.36 0.067
H -5.4362 -1.5541 -3.9685 -0.50 0.36 0.07 0.075
H -4.1519 -1.4420 -2.8300 0.06 -0.28 0.12 0.028
H -6.9816 -0.7856 -1.7862 -0.26 -0.18 -0.64 0.097
H -5.5538 -0.9255 -0.9135 0.49 -0.05 0.12 0.077
H -5.4287 -3.0093 -1.3114 0.32 -0.62 0.14 0.023
C 0.8033 3.3360 2.0591 -0.46 -1.03 -0.85 -0.080
C 2.1028 3.4865 2.7717 -0.20 -0.46 0.48 -0.337
O 2.7398 4.6700 2.3981 0.98 0.78 -0.06 -0.064
H 1.0510 3.3013 0.9982 -0.29 0.30 -0.20 0.066
H 0.0363 4.0881 2.2440 0.28 0.28 0.13 0.080
H 0.3443 2.3670 2.2549 0.05 -0.08 0.28 0.054
H 2.7829 2.6818 2.4924 -0.03 -0.02 -0.24 0.085
H 1.9922 3.3732 3.8501 -0.06 0.34 0.34 0.112
H 2.1605 5.4278 2.5063 -0.17 -0.09 0.08 0.088
O -3.0236 2.4442 2.7063 0.03 -0.39 0.16 -0.040
H -2.8571 3.0893 2.0191 0.14 0.20 -0.35 0.055
H -3.6913 2.8496 3.2595 -0.21 0.21 0.26 0.054
O 0.4121 -3.2758 4.9109 -0.78 -0.33 0.51 -0.046
H 0.2842 -2.8235 5.7447 -0.24 0.02 0.22 0.055
H 1.2427 -2.9355 4.5782 1.13 0.37 -0.69 -0.022
O -3.7237 -3.0765 -0.5993 -0.05 -0.46 -0.04 -0.029
H -3.4744 -2.1633 -0.7411 0.24 0.77 -0.24 -0.002
H -3.6201 -3.2101 0.3428 0.04 -0.17 0.34 0.056
O -4.3105 0.0102 1.8389 -0.33 -0.41 -0.10 -0.054
H -4.6678 -0.5817 2.5009 -0.11 -0.34 0.14 0.060
H -3.9500 0.7415 2.3404 0.44 0.69 0.14 0.003
C -6.1282 2.1271 -0.2725 0.19 1.02 -0.13 -0.058
C -6.5062 2.6899 1.1178 -0.39 -0.64 -1.65 -0.396
C -7.4964 3.8635 0.9445 0.13 -0.05 0.72 -0.213
O -6.8460 5.0188 0.4492 0.18 -0.23 1.00 -0.208
C -7.7338 5.9194 -0.2007 1.67 -0.24 -0.61 -0.097
N -7.0749 1.5488 1.8480 -0.09 0.66 0.95 0.033
H -5.2717 1.4561 -0.2084 -0.16 -0.16 0.04 0.048
H -5.8750 2.9158 -0.9809 0.12 0.15 -0.06 0.071
H -6.9982 1.6097 -0.6769 0.07 -0.18 -0.03 0.077
H -5.5934 3.0303 1.6067 -0.14 0.15 0.25 0.115
H -7.9721 4.1419 1.8849 0.02 -0.24 0.43 0.121
H -8.3258 3.5829 0.2953 -0.01 -0.30 -0.43 0.120
H -7.7026 5.4733 -1.1948 -1.34 0.61 -0.46 0.093
H -7.2044 6.8708 -0.2530 -0.02 0.05 -0.01 0.084
H -8.6926 6.1177 0.2783 -0.13 -0.56 -0.04 0.090
H -6.4353 0.7775 1.7208 0.17 -0.10 0.08 0.030
H -7.9352 1.2439 1.4156 -0.23 0.14 -0.13 0.069
C -2.4251 4.4850 -2.7517 1.17 0.37 0.37 -0.033
C -1.1982 5.3486 -2.2753 0.53 0.45 -1.66 -0.398
C -1.4009 6.8968 -2.1077 -1.42 -1.17 0.35 -0.197
O -2.0230 7.4395 -3.2569 -0.29 -0.41 -0.35 -0.191
C -2.5140 8.7461 -3.0336 0.77 0.10 0.07 -0.112
N -0.4899 4.7319 -1.1472 -0.43 0.58 1.04 0.031
H -2.6724 4.5720 -3.8097 0.10 0.51 0.07 0.073
H -3.3310 4.6267 -2.1624 0.11 0.15 0.13 0.069
H -2.1005 3.4501 -2.6425 -0.12 -0.18 0.19 0.048
H -0.3864 5.3315 -3.0025 -0.62 -0.09 -1.31 0.118
H -0.4734 7.4302 -1.8995 0.33 -0.14 0.06 0.121
H -2.0924 7.0488 -1.2789 0.02 0.11 0.51 0.118
H -3.2790 8.8173 -2.2605 -0.18 -0.34 0.13 0.084
H -2.9069 9.1761 -3.9550 0.09 -0.32 -0.05 0.089
H -1.6648 9.3441 -2.7027 0.01 0.48 0.04 0.082
H 0.2641 5.3786 -0.9645 0.23 0.28 0.65 0.064
H 0.0506 3.9501 -1.4889 -0.28 -0.51 -0.18 0.049
C -1.5985 -1.8662 -4.4968 -0.16 0.50 -1.54 -0.043
C -1.1876 -1.2953 -5.9293 0.15 0.00 3.05 -0.395
C -0.2174 -0.1032 -5.8143 0.69 1.90 1.30 -0.144
O -0.6435 1.0239 -4.9419 -1.93 -0.90 0.25 -0.240
C 0.1197 2.2369 -4.9965 0.12 -1.99 -1.74 -0.078
N -0.5187 -2.3993 -6.6164 0.28 1.18 0.22 0.032
H -2.2170 -2.7262 -4.7537 -0.30 -0.05 0.36 0.071
H -2.1852 -1.1330 -3.9435 0.00 -0.14 -0.03 0.047
H -0.7842 -2.2479 -3.8808 0.23 0.29 -0.27 0.060
H -2.1208 -0.9633 -6.3841 -0.04 0.10 -0.28 0.131
H 0.0299 0.3321 -6.7826 -0.08 -0.09 -0.39 0.113
H 0.7207 -0.3549 -5.3195 0.25 -0.88 -0.39 0.108
H 1.1108 1.9609 -4.6364 0.32 0.70 0.08 0.077
H -0.3193 3.1157 -4.5244 -0.32 -0.61 0.52 0.072
H 0.1250 2.4415 -6.0671 0.70 0.65 -0.17 0.080
H -0.1576 -1.9960 -7.4691 -0.04 -0.70 -0.56 0.068
H -1.1855 -3.1430 -6.7663 0.10 -0.01 -0.42 0.073
C -0.5987 0.2829 -1.6128 0.63 -0.61 0.27 -0.016
C -1.3209 -0.3642 -0.3632 2.45 0.18 -1.99 -0.412
C -0.8018 0.1063 0.9837 0.94 0.24 0.36 -0.149
O 0.6325 -0.1406 1.2347 -1.99 1.00 -1.25 -0.187
C 0.8678 -1.4634 1.6187 -0.24 -0.19 0.75 -0.113
N -2.6813 -0.1034 -0.6264 -2.23 0.71 0.96 0.049
H -0.6091 1.3724 -1.6448 -0.29 0.25 0.60 0.064
H -1.0564 0.0038 -2.5619 -0.28 -0.26 0.31 0.042
H 0.4533 0.0269 -1.7389 0.11 -0.19 0.39 0.054
H -1.2119 -1.4480 -0.4035 0.36 -0.19 -0.15 0.124
H -1.4057 -0.3404 1.7735 0.05 -0.42 0.24 0.113
H -1.0020 1.1725 1.0898 0.44 0.23 -0.15 0.102
H 1.9429 -1.6260 1.5419 -0.11 -0.21 0.16 0.076
H 0.3111 -2.2290 1.0783 0.10 0.07 -0.63 0.077
H 0.4941 -1.5672 2.6374 0.40 -0.30 0.44 0.077
H -2.8118 0.8909 -0.7469 0.21 0.51 -0.91 0.083
H -3.2111 -0.1496 0.2322 -0.38 -0.87 0.50 0.026
C 3.5608 -4.7772 4.0153 1.38 0.51 1.08 -0.022
C 3.7038 -3.5313 4.9477 -0.64 0.08 -1.41 -0.372
C 5.1425 -3.1693 5.3340 0.67 -0.94 0.07 -0.168
O 5.7535 -4.3049 5.9565 0.81 -0.38 -1.12 -0.199
C 6.2889 -4.1885 7.2362 -1.92 0.33 1.52 -0.125
N 3.0099 -2.4078 4.2904 -0.32 0.37 0.68 0.032
H 2.5330 -5.0817 3.8179 0.09 0.16 0.23 0.066
H 4.1440 -5.5463 4.5218 -0.37 -0.47 -0.09 0.071
H 4.0949 -4.6221 3.0779 -0.16 0.29 -0.19 0.067
H 3.1090 -3.6953 5.8462 0.27 -0.35 0.25 0.135
H 5.2059 -2.2597 5.9313 -0.32 -0.03 0.48 0.125
H 5.8043 -2.9603 4.4935 -0.44 0.11 -0.59 0.114
H 6.9190 -3.3394 7.5010 0.38 0.14 -0.72 0.084
H 6.7177 -5.1101 7.6298 0.27 -0.09 -0.76 0.088
H 5.3827 -4.0659 7.8294 0.06 0.24 0.98 0.082
H 3.5625 -1.9301 3.5929 0.38 -0.49 -0.51 0.035
H 2.9270 -1.6780 4.9837 -0.21 0.33 0.36 0.085
C 5.2677 -4.2143 -3.8126 -1.24 1.58 -0.29 -0.033
C 4.0947 -3.9129 -4.8092 0.16 -1.39 -0.44 -0.427
C 3.5867 -2.4719 -4.9804 0.96 -0.44 1.41 -0.182
O 3.3503 -1.8664 -3.7045 0.52 0.25 0.13 -0.213
C 2.1528 -2.2571 -3.0337 0.23 0.23 -1.28 -0.089
N 4.4495 -4.4113 -6.1552 -0.24 0.12 0.00 0.017
H 5.5517 -5.2599 -3.6938 -0.43 -0.05 -0.25 0.071
H 4.8848 -3.8107 -2.8753 0.39 -0.21 0.37 0.053
H 6.1665 -3.6493 -4.0595 -0.04 0.06 -0.17 0.077
H 3.2150 -4.4806 -4.5060 -0.05 -0.25 0.64 0.114
H 2.6807 -2.4348 -5.5853 -0.12 -0.17 -0.19 0.114
H 4.4010 -1.9547 -5.4879 -0.18 0.55 0.15 0.127
H 2.0386 -3.3411 -3.0291 -0.05 -0.09 0.29 0.086
H 1.3376 -1.8255 -3.6144 -0.45 -0.09 0.21 0.056
H 2.1380 -1.8386 -2.0274 0.22 -0.09 -0.06 0.077
H 4.5893 -5.4091 -6.0848 0.45 -0.25 0.13 0.063
H 3.5876 -4.3860 -6.6810 -0.18 0.30 -0.54 0.060
C 4.7935 -2.6663 0.4675 -0.38 0.47 0.87 -0.046
C 5.5479 -1.2949 0.5555 -0.51 -3.45 -0.44 -0.407
C 6.0107 -0.9858 1.9827 -1.09 1.22 0.29 -0.154
O 4.8923 -0.8004 2.8767 -0.43 0.85 -0.46 -0.240
C 4.2160 0.4593 2.7094 0.28 0.34 -0.14 -0.091
N 6.6271 -1.4359 -0.4229 -0.50 1.34 0.38 0.044
H 4.0361 -2.7566 1.2462 -0.31 0.27 0.00 0.044
H 5.4006 -3.5522 0.6539 0.56 0.15 -0.28 0.077
H 4.3007 -2.7522 -0.5009 0.15 -0.04 -0.01 0.063
H 4.8092 -0.6131 0.1342 0.31 0.63 0.42 0.122
H 6.5603 -0.0446 1.9991 0.35 0.18 -0.18 0.117
H 6.6409 -1.7187 2.4865 -0.06 -0.41 -0.52 0.125
H 4.8248 1.3119 3.0102 0.45 -0.11 0.45 0.091
H 3.2910 0.5186 3.2829 0.12 -0.56 0.22 0.087
H 3.9345 0.7409 1.6947 0.00 -0.73 -0.35 0.054
H 7.0209 -0.5059 -0.4186 1.00 -0.10 -0.54 0.065
H 7.3025 -2.1302 -0.1368 0.19 0.09 0.14 0.074